# 1
{"formula": "C15H30CaNO5P", "method": "ωB97M-V/def2-TZVPD", "species": ["Ca", "O", "C", "C", "N", "C", "C", "O", "O", "C", "C", "O", "O", "H", "H", "H", "H", "H", "H", "H", "H", "H", "C", "C", "C", "P", "C", "C", "C", "C", "C", "C", "H", "H", "H", "H", "H", "H", "H", "H", "H", "H", "H", "H", "H", "H", "H", "H", "H", "H", "H", "H", "H"], "xyz": [[-0.776, 1.154, 0.063], [1.409, 2.215, 0.304], [1.621, 3.080, -0.824], [0.447, 4.021, -1.009], [-0.792, 3.247, -1.155], [-1.910, 3.898, -0.446], [-1.601, 3.888, 1.067], [-1.621, 4.936, 1.688], [-1.271, 2.724, 1.525], [-1.116, 2.961, -2.556], [-1.972, 1.687, -2.730], [-2.703, 1.616, -3.699], [-1.788, 0.777, -1.830], [1.152, 2.758, 1.067], [1.729, 2.415, -1.684], [2.557, 3.631, -0.707], [0.629, 4.677, -1.868], [0.365, 4.666, -0.131], [-2.817, 3.316, -0.638], [-2.082, 4.919, -0.798], [-0.184, 2.769, -3.097], [-1.610, 3.802, -3.051], [1.526, -1.223, 3.151], [0.545, -2.160, 2.447], [-0.744, -2.269, 3.263], [0.217, -1.573, 0.718], [1.890, -1.733, -0.072], [2.571, -3.093, 0.069], [1.905, -1.235, -1.520], [-0.938, -2.848, 0.019], [-2.376, -2.339, 0.207], [-0.730, -3.110, -1.473], [1.675, -1.549, 4.181], [1.131, -0.204, 3.182], [2.503, -1.197, 2.670], [0.988, -3.158, 2.374], [-1.270, -1.311, 3.296], [-0.502, -2.546, 4.290], [-1.421, -3.024, 2.869], [2.469, -1.005, 0.507], [1.992, -3.886, -0.405], [2.724, -3.364, 1.113], [3.552, -3.069, -0.410], [1.479, -1.961, -2.208], [2.934, -1.044, -1.830], [1.347, -0.303, -1.641], [-0.794, -3.778, 0.578], [-2.563, -1.508, -0.479], [-2.587, -2.002, 1.221], [-3.089, -3.128, -0.038], [-0.807, -2.181, -2.043], [-1.520, -3.772, -1.833], [0.224, -3.585, -1.693]], "nbo_charge": [1.770, -0.783, -0.076, -0.265, -0.525, -0.352, 0.757, -0.642, -0.934, -0.346, 0.768, -0.641, -0.941, 0.502, 0.182, 0.189, 0.205, 0.226, 0.219, 0.205, 0.207, 0.208, -0.614, -0.496, -0.611, 0.727, -0.505, -0.616, -0.602, -0.506, -0.623, -0.614, 0.220, 0.212, 0.210, 0.215, 0.210, 0.219, 0.213, 0.230, 0.208, 0.211, 0.218, 0.219, 0.217, 0.197, 0.217, 0.230, 0.208, 0.222, 0.227, 0.221, 0.203], "de_lowest_ev": 0.000, "gap_ev": 9.347, "e_homo_ev": -9.0, "largest_force_ev_per_a": 0.51}

# 2
{"formula": "C13H52N14O13", "method": "ωB97M-V/def2-TZVPD", "species": ["C", "O", "H", "H", "H", "H", "C", "O", "H", "H", "H", "H", "C", "O", "H", "H", "H", "H", "C", "O", "H", "H", "H", "H", "C", "O", "H", "H", "H", "H", "C", "O", "H", "H", "H", "H", "C", "O", "N", "N", "H", "H", "H", "H", "C", "O", "N", "N", "H", "H", "H", "H", "C", "O", "N", "N", "H", "H", "H", "H", "C", "O", "N", "N", "H", "H", "H", "H", "C", "O", "N", "N", "H", "H", "H", "H", "C", "O", "N", "N", "H", "H", "H", "H", "C", "O", "N", "N", "H", "H", "H", "H"], "xyz": [[-0.621, -3.570, -4.111], [-0.663, -2.259, -3.594], [-1.158, -4.373, -3.606], [-0.983, -3.491, -5.137], [0.410, -3.922, -4.083], [-1.202, -1.677, -4.134], [1.350, 3.889, -2.581], [0.410, 4.800, -3.117], [2.050, 4.458, -1.969], [0.864, 3.252, -1.841], [2.029, 3.305, -3.202], [0.906, 5.391, -3.687], [3.004, -2.322, -2.876], [4.078, -3.095, -2.387], [3.095, -2.301, -3.962], [2.037, -2.779, -2.669], [2.995, -1.335, -2.414], [4.936, -2.926, -2.784], [-3.271, 1.450, -0.256], [-3.460, 1.585, 1.099], [-3.821, 2.251, -0.750], [-2.236, 1.713, -0.474], [-3.429, 0.415, -0.558], [-3.758, 2.491, 1.208], [1.649, 0.147, -4.967], [2.959, 0.477, -4.503], [1.107, 1.069, -4.756], [1.488, -0.045, -6.028], [1.163, -0.579, -4.316], [3.249, 1.281, -4.941], [-1.771, 3.258, 3.657], [-1.347, 2.035, 3.148], [-2.642, 3.240, 4.312], [-0.901, 3.697, 4.147], [-2.168, 3.947, 2.912], [-2.076, 1.603, 2.698], [-4.985, -2.923, -0.465], [-4.791, -3.152, -1.659], [-4.015, -2.498, 0.246], [-6.091, -3.115, 0.206], [-4.011, -2.480, 1.256], [-3.165, -2.489, -0.300], [-6.124, -3.102, 1.215], [-6.924, -3.249, -0.350], [1.197, 4.901, 1.751], [0.685, 5.704, 2.395], [1.107, 3.662, 1.974], [1.883, 5.179, 0.653], [0.288, 3.592, 2.561], [1.176, 3.054, 1.171], [2.280, 4.486, 0.035], [1.558, 6.093, 0.373], [-1.608, -1.995, 3.431], [-1.352, -0.908, 3.021], [-1.556, -2.218, 4.732], [-1.994, -3.087, 2.765], [-1.627, -3.196, 4.974], [-1.254, -1.416, 5.267], [-2.057, -2.850, 1.785], [-1.802, -3.999, 3.156], [1.544, 1.086, 5.064], [2.415, 0.792, 5.880], [0.414, 1.623, 5.351], [1.571, 0.839, 3.758], [-0.271, 1.709, 4.613], [0.141, 1.796, 6.308], [0.839, 1.116, 3.121], [2.450, 0.509, 3.386], [-0.560, -4.040, -0.362], [-1.372, -3.165, -0.672], [-0.884, -5.286, -0.281], [0.676, -3.790, -0.147], [-0.144, -5.957, -0.433], [-1.842, -5.441, -0.560], [1.308, -4.577, -0.129], [0.984, -2.870, -0.429], [3.861, 2.149, -0.431], [3.564, 3.335, -0.489], [5.024, 1.772, -0.055], [3.157, 1.056, -0.624], [5.728, 2.427, 0.251], [5.226, 0.783, -0.059], [3.579, 0.139, -0.615], [2.164, 1.234, -0.667], [0.118, 0.118, -0.498], [0.596, 1.138, -0.087], [-0.661, -0.596, 0.249], [0.328, -0.311, -1.775], [-1.031, -1.462, -0.114], [-0.821, -0.377, 1.222], [-0.176, -1.092, -2.171], [0.987, 0.268, -2.275]], "lowdin_charge": [-0.131, -0.149, 0.076, 0.089, 0.071, 0.096, -0.177, -0.104, 0.048, 0.071, 0.071, 0.073, -0.168, -0.121, 0.086, 0.050, 0.053, 0.080, -0.166, -0.116, 0.090, 0.070, 0.077, 0.085, -0.155, -0.131, 0.074, 0.083, 0.042, 0.077, -0.169, -0.157, 0.086, 0.084, 0.086, 0.054, -0.796, 0.010, 0.171, 0.167, 0.102, 0.072, 0.111, 0.118, -0.886, 0.095, 0.208, 0.174, 0.071, 0.090, 0.029, 0.114, -0.743, 0.065, 0.171, 0.178, 0.107, 0.125, 0.070, 0.114, -0.770, 0.000, 0.173, 0.170, 0.050, 0.126, 0.070, 0.110, -0.774, -0.021, 0.196, 0.219, 0.122, 0.135, 0.128, 0.113, -0.728, 0.019, 0.160, 0.181, 0.129, 0.110, 0.107, 0.036, -0.727, 0.012, 0.215, 0.203, 0.053, 0.079, 0.055, 0.083], "de_lowest_ev": 7.677, "gap_ev": 8.346, "e_homo_ev": -8.5, "largest_force_ev_per_a": 8.37}

# 3
{"formula": "C18H18Cl3IrN2O7S3Se", "method": "ωB97M-V/def2-TZVPD", "species": ["Ir", "C", "C", "N", "C", "C", "S", "C", "C", "S", "C", "N", "C", "H", "H", "H", "H", "H", "H", "H", "H", "Cl", "C", "C", "C", "Cl", "C", "O", "C", "Cl", "C", "H", "H", "O", "Se", "O", "O", "O", "O", "O", "S", "C", "C", "C", "C", "H", "H", "H", "H", "H", "H", "H", "H"], "xyz": [[-0.221, -0.056, 0.038], [-2.939, 0.591, 2.612], [-2.332, -0.755, 2.430], [-1.360, -1.116, 1.627], [-0.988, -2.437, 1.800], [-1.719, -3.109, 2.719], [-2.884, -2.066, 3.409], [0.109, -2.961, 1.000], [0.612, -4.222, 1.004], [1.863, -4.339, -0.150], [1.667, -2.686, -0.571], [0.724, -2.114, 0.121], [2.451, -2.061, -1.666], [-2.457, 1.295, 1.944], [-2.834, 0.892, 3.656], [-3.999, 0.556, 2.359], [-1.629, -4.142, 3.007], [0.293, -5.065, 1.592], [3.126, -2.793, -2.108], [3.036, -1.221, -1.295], [1.753, -1.694, -2.421], [6.155, 2.994, 0.776], [4.669, 2.288, 0.199], [3.739, 1.826, 1.102], [2.572, 1.268, 0.612], [1.385, 0.691, 1.764], [2.258, 1.149, -0.750], [1.187, 0.613, -1.247], [3.264, 1.643, -1.623], [2.964, 1.524, -3.321], [4.438, 2.199, -1.168], [3.910, 1.897, 2.166], [5.168, 2.562, -1.876], [-1.029, -3.413, -2.467], [-1.803, -1.985, -2.626], [-3.376, -2.056, -2.248], [-1.026, -1.021, -1.440], [-1.499, -1.244, -4.042], [-2.074, 0.903, -0.105], [0.164, 2.974, 0.291], [-1.250, 2.925, -0.169], [-1.797, 4.689, -0.296], [-2.238, 4.926, -1.736], [-1.264, 4.117, -2.589], [-1.234, 2.729, -1.972], [-0.919, 5.278, -0.027], [-2.582, 4.852, 0.442], [-2.234, 5.989, -1.987], [-3.255, 4.554, -1.884], [-0.272, 4.575, -2.537], [-1.555, 4.068, -3.638], [-0.349, 2.144, -2.211], [-2.108, 2.126, -2.212]], "mulliken_spin": [-0.048, -0.021, 0.006, 0.012, 0.001, 0.002, 0.000, 0.000, -0.001, -0.001, -0.001, -0.013, 0.001, 0.009, 0.000, 0.001, 0.000, 0.000, 0.000, 0.000, 0.000, 0.000, 0.000, -0.001, 0.000, 0.004, 0.004, -0.004, 0.000, 0.000, 0.000, 0.000, 0.000, 0.001, -0.001, -0.001, 0.001, -0.001, 0.794, 0.039, 0.152, 0.068, -0.004, 0.005, -0.001, 0.000, 0.001, 0.004, 0.000, -0.001, 0.001, -0.004, -0.004], "total_charge": -1, "de_lowest_ev": 2.562, "multiplicity": 2, "gap_ev": [6.934, 6.977], "e_homo_ev": [-5.0, -5.0], "largest_force_ev_per_a": 4.23}

# 4
{"formula": "C42H41N6O2ReSb", "method": "ωB97M-V/def2-TZVPD", "species": ["Re", "C", "C", "C", "C", "C", "C", "N", "Sb", "C", "C", "C", "C", "C", "C", "N", "C", "C", "C", "C", "C", "C", "N", "H", "H", "H", "H", "H", "H", "H", "H", "H", "H", "H", "H", "H", "H", "H", "H", "H", "H", "O", "C", "N", "C", "C", "O", "N", "C", "C", "C", "C", "C", "C", "C", "C", "C", "C", "C", "C", "H", "H", "H", "H", "H", "H", "H", "H", "H", "H", "H", "C", "N", "C", "C", "C", "C", "C", "C", "C", "C", "H", "H", "H", "H", "H", "H", "H", "H", "H", "H", "H", "H"], "xyz": [[0.798, -0.277, -1.152], [3.553, 1.578, -2.478], [3.901, 0.267, -1.855], [5.249, -0.045, -1.677], [5.628, -1.285, -1.219], [4.635, -2.238, -1.008], [3.313, -1.882, -1.171], [2.949, -0.627, -1.526], [1.953, -3.533, -1.375], [1.271, -2.519, -3.177], [1.264, -3.215, -4.362], [0.861, -2.577, -5.535], [0.499, -1.253, -5.471], [0.531, -0.567, -4.255], [0.195, 0.887, -4.224], [0.896, -1.206, -3.128], [0.062, -3.043, -0.485], [-0.593, -4.052, 0.185], [-1.984, -4.013, 0.260], [-2.656, -3.028, -0.425], [-1.948, -2.019, -1.077], [-2.686, -1.013, -1.901], [-0.606, -2.005, -1.027], [3.778, 2.404, -1.803], [2.504, 1.640, -2.749], [4.159, 1.701, -3.377], [5.986, 0.706, -1.927], [6.671, -1.527, -1.069], [4.894, -3.251, -0.726], [1.565, -4.254, -4.380], [0.838, -3.113, -6.474], [0.189, -0.715, -6.355], [-0.487, 1.130, -5.037], [1.101, 1.475, -4.385], [-0.267, 1.209, -3.289], [-0.039, -4.880, 0.607], [-2.528, -4.782, 0.791], [-3.737, -3.013, -0.469], [-3.441, -0.495, -1.304], [-3.217, -1.547, -2.692], [-2.033, -0.279, -2.366], [-1.201, 2.090, -1.717], [-1.428, 1.639, -0.606], [-2.309, 2.083, 0.299], [-2.495, 1.168, 1.412], [-1.520, 0.048, 0.993], [-1.391, -1.021, 1.536], [-0.827, 0.468, -0.127], [-1.973, 1.735, 2.733], [-2.158, 1.020, 3.913], [-1.633, 1.491, 5.104], [-0.920, 2.683, 5.132], [-0.735, 3.398, 3.961], [-1.256, 2.925, 2.762], [-3.945, 0.674, 1.476], [-4.272, -0.604, 1.924], [-5.598, -1.008, 1.990], [-6.616, -0.146, 1.615], [-6.299, 1.131, 1.178], [-4.975, 1.536, 1.111], [-2.851, 2.914, 0.131], [-2.718, 0.095, 3.909], [-1.791, 0.932, 6.017], [-0.520, 3.055, 6.066], [-0.189, 4.332, 3.972], [-1.085, 3.489, 1.855], [-3.493, -1.290, 2.223], [-5.836, -2.001, 2.348], [-7.649, -0.461, 1.672], [-7.083, 1.821, 0.896], [-4.772, 2.547, 0.783], [0.929, -0.227, 2.696], [1.744, -0.839, 1.624], [2.091, -2.198, 2.043], [2.951, -0.018, 1.459], [2.575, 1.320, 0.892], [3.070, 2.470, 1.495], [2.769, 3.729, 1.002], [1.961, 3.837, -0.117], [1.437, 2.694, -0.705], [1.710, 1.411, -0.211], [0.068, -0.846, 2.918], [0.582, 0.762, 2.400], [1.543, -0.120, 3.598], [1.186, -2.802, 2.106], [2.571, -2.197, 3.028], [2.793, -2.653, 1.344], [3.653, -0.542, 0.808], [3.465, 0.117, 2.419], [3.703, 2.371, 2.369], [3.163, 4.612, 1.486], [1.731, 4.806, -0.540], [0.822, 2.824, -1.583]], "mulliken_spin": [2.322, -0.036, 0.003, -0.012, 0.009, 0.005, 0.066, 0.175, 0.008, -0.031, -0.005, 0.011, -0.012, -0.015, 0.205, -0.113, 0.088, 0.016, 0.009, -0.004, 0.007, 0.027, 0.088, 0.002, 0.023, 0.000, 0.000, 0.000, 0.001, 0.000, 0.000, 0.000, 0.005, 0.015, -0.079, 0.000, 0.000, 0.001, -0.003, 0.002, -0.016, -0.001, -0.044, 0.004, -0.006, 0.086, 0.007, -0.008, 0.001, 0.001, 0.000, 0.001, 0.000, -0.001, -0.001, 0.000, -0.001, 0.000, 0.000, 0.001, -0.001, 0.000, 0.000, 0.000, 0.000, -0.001, 0.001, 0.000, 0.000, 0.000, 0.000, 0.017, 0.103, 0.005, -0.029, -0.085, -0.003, 0.008, -0.015, -0.286, 0.493, -0.002, -0.007, 0.014, 0.002, 0.007, 0.003, -0.003, 0.013, 0.002, 0.000, 0.001, -0.040], "total_charge": 2, "de_lowest_ev": 0.207, "multiplicity": 4, "gap_ev": [6.866, 6.241], "e_homo_ev": [-13.3, -13.3], "largest_force_ev_per_a": 0.93}

# 5
{"formula": "C3H10O4", "method": "ωB97M-V/def2-TZVPD", "species": ["O", "C", "O", "C", "C", "H", "H", "H", "H", "H", "H", "H", "H", "O", "H", "H", "O"], "xyz": [[0.320, 0.339, 1.493], [0.574, 0.009, 0.341], [1.323, -1.100, -0.006], [-0.184, 0.684, -0.783], [-0.655, -0.340, -1.821], [2.221, -0.743, 0.147], [-0.971, 1.226, -0.279], [0.518, 1.421, -1.330], [-0.850, -0.032, -2.819], [0.012, -1.055, -1.901], [-1.594, -0.831, -1.528], [3.770, 1.762, -0.455], [3.228, 1.283, 0.953], [3.578, 1.007, 0.155], [-3.256, -0.679, 2.362], [-3.951, -1.864, 3.032], [-4.085, -1.087, 2.438]], "mulliken_spin": [0.817, -0.030, 0.099, 0.070, 0.015, -0.004, 0.005, 0.008, 0.018, 0.001, 0.001, 0.000, 0.000, 0.000, 0.000, 0.000, 0.000], "total_charge": 1, "de_lowest_ev": 1.332, "multiplicity": 2, "gap_ev": [8.401, 3.833], "e_homo_ev": [-14.2, -14.2], "largest_force_ev_per_a": 4.98}

| no. | E (eV) |
| --- | --- |
| 1 | -55501.150 |
| 2 | -61804.454 |
| 3 | -174524.751 |
| 4 | -65909.025 |
| 5 | -11452.128 |